1.
The following is a quantum chemistry calculation of C71H97N4O4P2S2SbSi2W as an isolated structure, from the OMol25 dataset.

Structure (ORCA input):
```
! wB97M-V def2-TZVPD RIJCOSX def2/J DEFGRID3
* xyz 2 3
W 0.081 0.084 0.421
C -3.311 -4.398 -0.260
Si -4.039 -3.683 1.341
C -5.858 -3.118 1.200
C -3.959 -5.030 2.692
C -2.886 -2.304 2.036
C -2.890 -2.159 3.424
C -2.025 -1.275 4.058
C -1.071 -0.628 3.310
N -0.992 -0.760 1.958
C -1.971 -1.517 1.347
S -1.914 -1.213 -0.380
H -3.677 -5.407 -0.417
H -2.228 -4.443 -0.212
H -3.578 -3.820 -1.136
H -6.505 -3.899 1.591
H -6.158 -2.955 0.170
H -6.078 -2.214 1.759
H -4.300 -5.983 2.297
H -4.603 -4.797 3.535
H -2.951 -5.177 3.069
H -3.599 -2.725 4.002
H -2.081 -1.098 5.119
H -0.358 0.043 3.769
C 2.644 -1.398 2.530
N 3.479 -1.969 1.517
C 3.033 -2.078 0.156
P 1.205 -2.038 -0.199
C 0.576 -3.659 0.405
C 0.162 -3.766 1.733
C -0.270 -4.973 2.249
C -0.335 -6.093 1.438
C 0.039 -5.991 0.108
C 0.493 -4.788 -0.407
C 1.314 -2.245 -2.007
C 2.159 -3.181 -2.607
C 2.203 -3.305 -3.983
C 1.419 -2.487 -4.781
C 0.591 -1.546 -4.192
C 0.537 -1.421 -2.816
C 4.461 -2.901 1.912
C 5.539 -3.132 1.058
C 6.511 -4.057 1.388
C 6.436 -4.758 2.580
C 5.382 -4.514 3.442
C 4.395 -3.601 3.113
P 2.006 0.330 2.165
C 3.650 1.060 1.859
C 4.138 1.118 0.561
C 5.453 1.486 0.342
C 6.280 1.808 1.406
C 5.786 1.771 2.700
C 4.479 1.385 2.931
C 1.687 0.913 3.885
C 1.364 2.262 4.034
C 1.180 2.804 5.294
C 1.294 2.003 6.419
C 1.583 0.656 6.281
C 1.773 0.110 5.023
H 3.286 -1.290 3.411
H 1.777 -2.030 2.789
H 3.428 -3.016 -0.246
H 3.421 -1.250 -0.463
H 0.166 -2.898 2.379
H -0.551 -5.033 3.289
H -0.680 -7.033 1.841
H -0.016 -6.853 -0.538
H 0.772 -4.734 -1.448
H 2.787 -3.831 -2.013
H 2.853 -4.040 -4.431
H 1.465 -2.581 -5.855
H -0.014 -0.912 -4.818
H -0.104 -0.666 -2.363
H 5.623 -2.574 0.138
H 7.334 -4.222 0.711
H 7.190 -5.485 2.833
H 5.316 -5.047 4.377
H 3.565 -3.462 3.789
H 3.485 0.900 -0.272
H 5.836 1.527 -0.666
H 7.303 2.095 1.228
H 6.423 2.035 3.531
H 4.113 1.342 3.945
H 1.268 2.880 3.149
H 0.956 3.854 5.401
H 1.164 2.423 7.404
H 1.675 0.023 7.151
H 1.974 -0.946 4.954
C 4.136 2.911 -3.981
C 3.722 1.449 -3.845
C 3.011 1.012 -5.126
C 4.956 0.571 -3.632
O 2.858 1.241 -2.717
Si 1.710 2.101 -1.967
O 0.932 1.017 -1.000
O 2.215 3.090 -0.773
C 2.617 4.444 -0.548
C 2.126 4.826 0.855
C 2.015 5.396 -1.579
C 4.141 4.538 -0.582
O 0.763 2.985 -2.919
C -0.281 3.114 -3.870
C -1.508 3.677 -3.148
C 0.199 4.104 -4.936
C -0.636 1.771 -4.503
H 4.610 3.072 -4.946
H 4.846 3.189 -3.207
H 3.261 3.549 -3.912
H 3.701 1.058 -5.965
H 2.184 1.682 -5.332
H 2.642 -0.005 -5.031
H 5.641 0.702 -4.465
H 4.667 -0.475 -3.571
H 5.468 0.846 -2.715
H 1.046 4.735 0.929
H 2.402 5.855 1.064
H 2.580 4.178 1.600
H 0.929 5.358 -1.546
H 2.336 5.123 -2.579
H 2.343 6.411 -1.370
H 4.577 3.926 0.201
H 4.442 5.571 -0.438
H 4.513 4.195 -1.539
H -1.264 4.618 -2.663
H -1.864 2.974 -2.392
H -2.297 3.855 -3.873
H 0.432 5.062 -4.480
H -0.569 4.253 -5.690
H 1.094 3.728 -5.425
H -0.966 1.076 -3.729
H 0.225 1.355 -5.015
H -1.438 1.900 -5.225
S -3.727 5.618 1.256
C -2.726 4.151 1.101
C -3.097 2.951 1.698
C -2.295 1.840 1.552
N -1.135 1.816 0.845
C -0.790 2.997 0.281
C -1.534 4.150 0.381
C -2.831 6.212 2.709
C -1.630 6.885 2.571
C -0.954 7.235 3.733
N -1.401 6.953 4.941
C -2.564 6.341 5.060
C -3.329 5.943 3.971
H -4.004 2.884 2.279
H -2.599 0.927 2.048
H 0.137 2.994 -0.271
H -1.197 5.055 -0.097
H -1.235 7.129 1.598
H -0.003 7.749 3.684
H -2.895 6.135 6.070
H -4.273 5.439 4.100
C -5.169 2.787 -4.135
C -4.749 1.386 -4.530
C -5.866 0.618 -5.198
Sb -3.851 0.375 -2.718
C -4.097 -1.816 -3.136
C -5.508 -2.363 -3.165
C -3.354 -2.147 -4.418
C -5.414 0.910 -1.204
C -5.071 0.200 0.089
C -6.847 0.642 -1.617
H -6.022 2.770 -3.465
H -5.455 3.351 -5.020
H -4.359 3.320 -3.640
H -3.906 1.443 -5.221
H -6.695 0.426 -4.525
H -5.514 -0.329 -5.596
H -6.246 1.201 -6.036
H -3.551 -2.251 -2.298
H -6.099 -1.892 -3.944
H -6.012 -2.240 -2.210
H -5.464 -3.432 -3.375
H -3.831 -1.692 -5.283
H -3.347 -3.226 -4.567
H -2.320 -1.804 -4.370
H -5.269 1.987 -1.082
H -5.107 -0.877 -0.049
H -5.771 0.474 0.878
H -4.065 0.464 0.410
H -7.008 -0.413 -1.816
H -7.126 1.209 -2.501
H -7.517 0.939 -0.809
*
```

As for the expectation value of S²: 2.0184. As for the total energy: -5648.877592 Eh. The calculation puts the HOMO energy (spin up / spin down) at -11.4 / -11.4 eV. The LUMO energy (spin up / spin down) comes out at -6.13 / -6.23 eV.


2.
The following is a quantum chemistry calculation of a 9-piece molecular cluster, C72H152N8O12 overall, from the OMol25 dataset.

Structure (ORCA input):
```
! wB97M-V def2-TZVPD RIJCOSX def2/J DEFGRID3
* xyz 0 1
C 4.262 -14.921 1.346
C 3.657 -15.099 2.905
C 4.073 -16.427 3.407
C 4.370 -14.021 3.751
C 3.696 -12.601 3.656
C 2.244 -12.712 3.903
C 1.555 -13.652 2.878
C 0.104 -13.694 3.444
C 1.527 -13.074 1.499
N 2.223 -14.953 3.030
O 1.502 -15.933 2.439
H 4.263 -13.924 0.906
H 5.170 -15.501 1.181
H 3.433 -15.494 0.931
H 5.139 -16.523 3.203
H 3.853 -16.636 4.454
H 3.637 -17.317 2.953
H 4.671 -14.340 4.748
H 5.389 -13.844 3.407
H 4.081 -11.860 4.357
H 4.009 -12.165 2.707
H 1.820 -11.724 4.079
H 2.217 -13.083 4.927
H 0.205 -14.009 4.482
H -0.359 -14.520 2.904
H -0.415 -12.744 3.317
H 2.460 -12.963 0.947
H 1.008 -12.127 1.349
H 0.927 -13.746 0.886
H 1.438 -15.636 1.528
C -2.348 5.326 9.472
C -1.448 5.887 8.320
C -2.139 7.080 7.450
C -0.181 6.593 8.920
C 0.851 5.661 9.534
C 1.243 4.616 8.412
C 0.116 3.945 7.549
C 0.723 3.603 6.186
C -0.254 2.684 8.298
N -1.070 4.844 7.314
O -1.999 4.369 6.497
H -2.599 6.176 10.107
H -3.175 4.881 8.918
H -1.728 4.565 9.946
H -2.426 7.903 8.105
H -1.411 7.552 6.791
H -3.009 6.789 6.860
H 0.208 7.333 8.219
H -0.477 7.217 9.763
H 1.624 6.329 9.915
H 0.433 5.141 10.396
H 1.924 3.898 8.871
H 1.987 5.199 7.869
H 1.384 4.419 5.896
H -0.029 3.343 5.441
H 1.377 2.746 6.022
H -1.029 2.147 7.752
H -0.425 2.956 9.339
H 0.586 1.994 8.214
H -1.688 4.692 5.648
C -10.638 6.749 3.567
C -9.706 7.686 2.804
C -9.127 8.743 3.796
C -8.627 6.718 2.220
C -7.995 7.106 0.938
C -9.026 7.380 -0.111
C -10.035 8.465 0.280
C -9.365 9.900 0.051
C -11.160 8.340 -0.761
N -10.444 8.367 1.724
O -11.498 9.132 2.045
H -11.388 7.255 4.175
H -11.174 5.952 3.051
H -10.166 6.192 4.375
H -8.617 8.295 4.648
H -8.461 9.488 3.363
H -10.043 9.175 4.199
H -7.831 6.582 2.952
H -9.062 5.747 1.982
H -7.475 8.049 1.103
H -7.305 6.339 0.588
H -9.492 6.411 -0.291
H -8.498 7.711 -1.005
H -8.615 9.966 0.839
H -9.900 10.845 -0.041
H -8.709 9.738 -0.805
H -11.886 9.145 -0.652
H -11.608 7.348 -0.697
H -10.714 8.444 -1.750
H -12.173 8.470 2.212
C 4.222 -0.170 -8.242
C 2.889 -0.093 -9.039
C 3.005 -0.930 -10.344
C 1.788 -0.679 -8.063
C 0.322 -0.265 -8.339
C 0.293 1.314 -8.451
C 1.230 1.851 -9.547
C 0.712 1.631 -10.942
C 1.257 3.340 -9.352
N 2.600 1.354 -9.299
O 3.532 1.914 -10.187
H 4.288 -1.256 -8.170
H 5.096 0.142 -8.814
H 4.128 0.343 -7.285
H 3.928 -0.872 -10.922
H 2.788 -1.995 -10.266
H 2.202 -0.708 -11.047
H 1.883 -1.759 -8.175
H 2.070 -0.538 -7.020
H -0.178 -0.746 -9.180
H -0.368 -0.740 -7.641
H 0.558 1.792 -7.508
H -0.730 1.652 -8.620
H 0.270 0.638 -11.026
H 1.487 1.442 -11.686
H 0.011 2.344 -11.375
H 1.511 3.696 -8.354
H 0.318 3.778 -9.691
H 1.971 3.859 -9.991
H 3.855 2.666 -9.685
C 10.491 -6.452 -5.719
C 11.876 -7.179 -6.031
C 11.699 -7.736 -7.453
C 13.132 -6.313 -6.107
C 13.734 -6.060 -4.730
C 14.082 -7.469 -4.170
C 12.852 -8.400 -3.971
C 13.594 -9.880 -3.909
C 12.006 -8.151 -2.707
N 12.079 -8.410 -5.218
O 11.029 -9.303 -5.248
H 10.572 -5.747 -4.892
H 10.142 -5.856 -6.563
H 9.752 -7.160 -5.342
H 12.537 -8.407 -7.638
H 10.750 -8.232 -7.656
H 11.816 -6.923 -8.170
H 13.926 -6.819 -6.658
H 12.968 -5.342 -6.574
H 14.627 -5.496 -5.002
H 13.152 -5.493 -4.004
H 14.680 -7.257 -3.284
H 14.841 -7.988 -4.756
H 13.740 -10.451 -4.826
H 12.922 -10.552 -3.375
H 14.581 -9.777 -3.458
H 11.887 -7.089 -2.496
H 12.617 -8.678 -1.974
H 10.999 -8.560 -2.790
H 11.257 -9.962 -5.908
C -11.530 -0.809 2.534
C -11.209 -1.638 3.803
C -12.134 -1.176 4.927
C -11.486 -3.144 3.585
C -10.518 -3.935 2.787
C -9.131 -3.574 3.359
C -8.773 -2.075 3.537
C -7.478 -1.988 4.431
C -8.369 -1.360 2.129
N -9.806 -1.473 4.214
O -9.533 -0.184 4.511
H -12.615 -0.700 2.539
H -11.066 0.177 2.540
H -11.287 -1.236 1.561
H -13.082 -1.690 4.769
H -11.676 -1.180 5.916
H -12.333 -0.107 4.860
H -11.699 -3.634 4.535
H -12.362 -3.134 2.936
H -10.663 -5.003 2.950
H -10.632 -3.909 1.703
H -8.316 -3.918 2.722
H -9.003 -4.132 4.287
H -6.999 -1.008 4.417
H -6.693 -2.690 4.151
H -7.677 -2.217 5.478
H -9.218 -1.063 1.514
H -7.872 -2.118 1.523
H -7.743 -0.470 2.071
H -9.303 0.214 3.668
C -1.617 11.485 -4.040
C -0.929 11.236 -2.708
C -0.615 9.634 -2.623
C 0.395 12.140 -2.737
C 1.124 12.028 -1.340
C 0.148 12.649 -0.397
C -1.251 11.978 -0.271
C -1.124 10.848 0.727
C -2.235 13.101 0.224
N -1.861 11.608 -1.591
O -3.074 11.014 -1.509
H -0.906 11.227 -4.825
H -2.353 10.685 -4.109
H -1.953 12.518 -4.134
H 0.203 9.373 -3.295
H -0.220 9.276 -1.673
H -1.451 8.952 -2.776
H 1.044 11.809 -3.548
H 0.108 13.149 -3.036
H 1.197 10.992 -1.008
H 2.050 12.595 -1.437
H 0.032 13.663 -0.780
H 0.654 12.861 0.545
H -1.952 10.809 1.435
H -0.264 10.663 1.370
H -1.045 9.845 0.308
H -1.937 13.338 1.246
H -3.247 12.721 0.363
H -2.236 14.059 -0.296
H -3.692 11.645 -1.884
C 3.872 -4.774 -0.902
O 3.221 -5.578 0.122
C 3.044 -4.831 1.353
C 1.645 -4.127 1.412
N 1.441 -3.058 0.467
C 0.275 -2.173 0.598
C 0.493 -1.006 -0.387
O -0.620 -0.089 -0.335
C -0.742 0.675 -1.538
H 3.322 -3.878 -1.189
H 3.990 -5.289 -1.856
H 4.877 -4.438 -0.647
H 3.767 -4.016 1.384
H 3.115 -5.567 2.154
H 1.650 -3.579 2.354
H 0.728 -4.713 1.462
H 1.451 -3.565 -0.406
H 0.133 -1.690 1.564
H -0.737 -2.578 0.597
H 0.572 -1.560 -1.322
H 1.453 -0.516 -0.224
H -1.653 1.273 -1.524
H -0.775 0.019 -2.409
H 0.074 1.305 -1.894
O 6.553 0.564 -1.463
C 7.424 1.125 -0.845
O 8.699 0.752 -0.947
C 9.426 1.797 -0.341
C 8.471 2.606 0.474
O 7.269 2.234 -0.181
H 10.248 1.327 0.200
H 9.793 2.347 -1.208
H 8.609 3.677 0.327
H 8.411 2.351 1.532
*
```

As for the total energy: -4174.738304 Eh. The calculation puts the HOMO energy at -7.6 eV. Its SMILES is CC1(C)CCCC(C)(C)N1O.CC1(C)CCCC(C)(C)N1O.CC1(C)CCCC(C)(C)N1O.CC1(C)CCCC(C)(C)N1O.CC1(C)CCCC(C)(C)N1O.CC1(C)CCCC(C)(C)N1O.CC1(C)CCCC(C)(C)N1O.COCCNCCOC.O=C1OCCO1. The LUMO energy comes out at 0.41 eV.


What are the max |F| values for these records? In order: 3.20, 6.08 eV/A.